Density functional theory data (the ωB97M-V functional and the def2-TZVPD basis) for one molecule with the formula C7H13N2O3P.

Positions of all 26 atoms, in Å:
H 0.9854 -3.2056 1.0934
H 2.7894 0.3535 -0.3379
H -2.4458 1.7191 -1.8235
O -3.0559 -1.5592 -0.2516
O -0.3522 1.3248 1.0910
N -1.6818 0.2331 -0.5947
H 2.3997 -1.9653 0.7841
H 1.3267 2.4348 1.1708
C 2.1655 -0.0152 -1.1407
H 1.8468 -3.1716 -0.5636
H -0.0824 3.1342 2.1538
C 1.5390 -2.5367 0.3682
H -3.7633 0.7065 -0.9586
H 2.7083 -0.9244 -1.4157
C 0.4437 2.2347 1.8507
H 2.1246 0.6145 -1.9219
O 0.1270 2.1449 -1.2348
H 0.9010 1.8401 2.7931
P -0.2201 1.0358 -0.4516
C -1.9150 -1.0882 -0.1995
H -2.7378 1.7715 -0.0608
H -0.9610 -2.6493 0.8069
C -0.7477 -1.7635 0.2966
N 0.8327 -0.2812 -0.5862
C 0.5400 -1.5155 0.0242
C -2.7668 1.1282 -0.8919

Properties
energy relative to the best compared isomer or geometry (same formula, charge and spin) = 14.01 kJ/mol
E = -951.16313 Ha
LUMO = 0.57 eV
HOMO-LUMO gap = 0.3430 Ha
E_HOMO = -0.3219 hartree